[1]
{"formula": "C32H29ClF4N4O4Ti", "method": "ωB97M-V/def2-TZVPD", "multiplicity": 2, "e_lumo_ev": [-4.3, -4.8], "s_squared": 0.82, "relative_energy_kj_mol": 7.6, "e_homo_ha": [-0.3794, -0.4063], "charge": 1, "species": ["C", "H", "H", "H", "N", "C", "H", "O", "H", "C", "C", "H", "C", "H", "O", "H", "N", "O", "C", "C", "H", "C", "C", "H", "N", "H", "H", "C", "C", "H", "H", "Cl", "H", "C", "H", "C", "H", "F", "H", "C", "N", "F", "H", "C", "C", "C", "C", "C", "C", "Ti", "C", "F", "C", "H", "C", "H", "C", "C", "H", "C", "H", "H", "C", "C", "H", "C", "H", "C", "F", "C", "H", "H", "O", "H", "C"], "xyz": [[1.1872, -0.1088, -3.0793], [-3.8524, -2.9214, -1.8881], [1.4686, 0.1268, -4.1019], [-2.7829, 0.1666, 0.6474], [1.0927, -1.6714, -1.2890], [0.4124, 3.0640, -1.5379], [2.0750, -4.8609, -1.0158], [-0.9924, 1.4535, -0.3155], [0.2914, 5.8559, -5.4198], [0.7891, 4.4461, 2.8598], [1.7201, -1.1742, 2.7012], [-3.6889, -3.3958, -0.1964], [2.0100, -2.4326, -3.3672], [-0.7340, 4.9572, 1.4455], [1.3426, 1.0346, 0.6171], [-2.6178, -1.7030, -3.5395], [-0.3916, -0.8355, 1.5096], [-0.7871, 6.9637, -2.8388], [-2.6298, -0.9077, 0.5507], [-0.2601, 3.6792, -4.2761], [-1.7007, -2.4694, 1.7278], [0.3807, -0.7907, 2.6815], [0.6351, -0.2336, 5.0246], [-1.3086, -2.6699, -1.9990], [-1.9770, -1.1263, -0.7641], [-0.6029, 3.9126, -5.2759], [-1.3252, -0.5123, -3.3708], [2.2482, -3.6811, -2.8164], [1.4379, -1.4486, -2.5776], [1.0392, -3.0189, 0.2613], [2.7127, 1.6582, 2.7818], [0.5273, 5.8753, 3.8049], [-2.9353, -0.0112, -3.8797], [1.1996, 2.1738, 1.3658], [-2.1947, -1.0428, 2.6184], [1.9049, -3.9073, -1.4937], [-2.7121, 0.6451, -1.5635], [3.7598, -1.5078, 3.7972], [2.3380, 3.7182, 4.1415], [0.3471, 2.0287, -2.6218], [0.6876, 0.7601, -2.2548], [-1.3866, 0.1785, 3.9179], [1.4366, 3.0295, -1.1397], [-1.8605, -2.5733, -1.0642], [0.1859, 4.4462, -2.0318], [1.9626, 2.3840, 2.4980], [0.2253, 3.0917, 0.9692], [-0.3871, 6.1786, -3.6442], [-3.1700, -3.3471, -1.1530], [0.1057, 0.0087, -0.1707], [-2.3915, -0.6862, -3.2193], [2.2971, -1.6229, 1.5702], [-0.1341, -0.2978, 3.8795], [-2.9612, -4.3722, -1.4583], [-2.7970, -0.4170, -1.7808], [-3.8503, -0.6871, -1.6466], [0.0218, 4.2330, 1.7232], [1.3291, -2.8794, -0.7699], [2.2693, -2.2180, -4.3949], [-1.7472, -1.3753, 1.6827], [-0.1399, 1.5946, -4.6667], [2.6987, -4.4633, -3.4122], [1.7563, 3.5320, 3.2496], [-0.0080, 2.3732, -3.9248], [2.5451, -0.5859, 5.9341], [-0.5323, 2.7882, -0.3012], [0.2383, 5.2480, -1.3037], [1.9514, -0.6403, 5.0332], [0.0848, 0.2622, 6.1356], [-0.1304, 4.7332, -3.3061], [-3.6071, -1.3960, 0.5822], [-1.2333, -3.0172, -0.2921], [-0.1694, 6.5409, -4.9222], [-1.4140, 3.4266, -0.3841], [2.4861, -1.1088, 3.8472]], "forces_ev_per_a": [[0.0598, -0.1662, 0.0047], [-0.0058, -0.0089, -0.0101], [-0.0364, 0.0705, 0.0090], [-0.0590, -0.0102, -0.0125], [0.0817, 0.0007, 0.0335], [0.1960, 0.0209, -0.2242], [0.0097, -0.0133, -0.0262], [-0.0534, 0.3016, 0.0044], [0.0014, -0.0182, 0.0158], [0.0659, 0.0085, 0.0753], [0.0259, -0.0367, -0.0096], [0.0019, -0.0068, -0.0064], [0.0333, -0.0543, -0.0561], [-0.0033, -0.0167, -0.0253], [0.3613, 0.1021, 0.1602], [-0.0037, -0.0075, 0.0079], [0.0457, -0.1247, -0.1972], [0.0584, 0.0475, 0.0086], [0.1047, 0.0488, -0.0569], [0.0675, -0.0032, 0.1857], [-0.0335, -0.0429, -0.0023], [-0.1706, 0.1030, -0.1626], [-0.0614, 0.0670, 0.1623], [-0.0135, -0.0040, -0.0082], [0.0762, 0.3089, 0.0704], [-0.0111, -0.0795, -0.0235], [-0.0243, -0.0073, -0.0104], [0.0030, -0.0232, 0.0191], [-0.0548, 0.0848, 0.1079], [0.0208, 0.0129, -0.0126], [-0.0017, -0.0125, 0.0165], [0.0110, -0.0722, -0.0431], [-0.0159, 0.0181, 0.0241], [-0.1474, -0.1425, -0.1185], [-0.0204, -0.1322, -0.2275], [0.0306, -0.0595, -0.0385], [0.0135, 0.0065, 0.0329], [-0.0047, 0.0048, -0.0331], [0.0119, -0.0079, -0.0076], [0.0410, 0.0787, 0.1733], [-0.0102, -0.0149, -0.0542], [0.1265, 0.2438, 0.2658], [-0.0236, -0.0715, 0.0174], [0.0419, -0.0533, 0.0010], [-0.0885, -0.0492, 0.0861], [0.0641, 0.0085, 0.0059], [-0.0568, -0.1146, -0.1401], [-0.1323, -0.1694, -0.0357], [-0.0314, 0.0296, 0.0010], [-0.3085, -0.1465, 0.1265], [0.0611, -0.0021, -0.0008], [-0.0206, -0.0039, -0.0293], [0.0563, 0.0567, 0.0527], [0.0355, 0.0001, 0.0029], [-0.0566, -0.0736, -0.1302], [0.0145, -0.0137, 0.0261], [-0.0356, 0.0554, 0.0128], [-0.0725, 0.1356, 0.0234], [-0.0062, 0.0260, 0.0036], [-0.0783, -0.3187, 0.0196], [0.0160, -0.0075, 0.0139], [-0.0009, -0.0058, 0.0051], [-0.0564, 0.0718, 0.0123], [-0.0939, 0.0984, -0.2837], [0.0070, -0.0046, -0.0067], [-0.1170, -0.2276, 0.1722], [-0.0042, 0.0328, -0.0327], [0.1351, -0.0563, -0.0945], [0.0182, -0.0339, -0.0508], [0.0346, 0.0654, 0.0064], [0.0090, 0.0162, 0.0569], [-0.0141, 0.0060, 0.0058], [0.0303, 0.1215, -0.0461], [0.0443, 0.0856, -0.0020], [-0.0870, 0.0787, 0.1906]], "lowdin_charge": [-0.05, 0.08, 0.14, 0.13, 0.04, -0.14, 0.12, -0.25, 0.11, -0.65, -0.16, 0.08, 0.01, 0.12, -0.15, 0.08, -0.09, 0.15, -0.17, 0.02, 0.12, -0.15, -0.21, 0.10, -0.20, 0.12, 0.05, -0.01, -0.24, 0.11, 0.13, 0.70, 0.09, -0.27, 0.12, -0.01, 0.11, 0.11, 0.11, -0.18, 0.04, 0.10, 0.17, -0.24, 0.07, 0.02, -0.11, -0.48, -0.05, 1.17, -0.06, 0.08, -0.14, 0.09, -0.22, 0.12, -0.03, -0.11, 0.13, -0.18, 0.12, 0.12, -0.07, 0.00, 0.15, -0.24, 0.15, 0.09, 0.12, -0.11, 0.13, 0.09, 0.14, 0.16, -0.22]}

---

[2]
{"formula": "C26H36ClFeN3O2", "method": "ωB97M-V/def2-TZVPD", "multiplicity": 6, "e_lumo_ev": [2.8, 2.8], "s_squared": 8.78, "e_homo_ha": [-0.0292, -0.1210], "charge": -1, "species": ["H", "C", "C", "H", "N", "H", "C", "C", "C", "C", "H", "H", "H", "H", "H", "H", "H", "H", "C", "C", "H", "H", "H", "H", "H", "H", "C", "C", "H", "C", "H", "C", "C", "H", "C", "H", "C", "C", "N", "H", "H", "Fe", "C", "H", "C", "O", "C", "H", "H", "C", "H", "Cl", "H", "H", "H", "C", "C", "C", "N", "C", "H", "C", "H", "H", "H", "H", "O", "H", "C"], "xyz": [[-3.5765, 2.4791, -1.1025], [0.4663, -1.1553, 3.8428], [2.8305, -1.8814, 0.6160], [3.4510, 4.1784, -0.9867], [-1.2872, -1.2991, 2.0010], [-1.9088, -3.4446, -2.2238], [-2.5115, -1.9165, 1.8931], [3.5304, 1.5793, -0.8176], [2.8357, -0.4030, 0.3666], [-2.2246, 2.2553, 0.5361], [1.7276, 4.2009, -0.5810], [1.5625, 3.6561, 2.1570], [1.0037, -4.6312, -2.2877], [0.5456, -0.0582, 3.8373], [5.0651, -0.0045, -2.1881], [2.9368, 4.4631, 0.6837], [0.1050, -3.0201, -3.7621], [-1.7097, -3.1557, -0.4780], [0.6884, -4.0860, -1.3912], [0.4029, -2.2480, -3.0409], [-2.9149, 1.8021, 2.5193], [-1.9117, -1.7803, -1.6076], [3.7833, -2.3699, 0.3790], [-3.6896, -3.2720, 3.2018], [-3.1603, -1.1824, -0.0248], [-3.2001, 0.4999, 1.3411], [-0.7884, -1.6286, 3.2341], [-1.4686, -2.7743, -1.4747], [1.1360, -0.0805, 1.7892], [-2.7797, -2.6863, 3.0644], [0.0689, -4.7360, -0.7557], [2.7741, 2.4097, 0.0170], [1.1798, 2.6442, 1.9793], [-3.7192, -2.8276, 0.4079], [1.7599, -2.5001, -0.2188], [4.1005, 2.0333, -1.6285], [1.9125, 0.4108, 1.0945], [2.7205, 3.8919, -0.2252], [-0.8485, 1.7721, 0.8360], [0.4728, -1.4787, 4.8939], [3.7960, -1.2337, -2.2543], [0.1955, 0.0379, 0.1414], [0.0297, -2.7324, -1.6491], [-4.2051, 1.9789, 1.2982], [-3.4990, -1.8198, 0.7992], [-0.8373, 3.9121, 1.5182], [-0.2024, 2.7496, 1.4290], [5.0700, -1.3473, -1.0323], [1.0905, 2.1101, 2.9419], [-2.1374, 3.7454, 0.8584], [-2.1330, 4.3838, -0.0344], [0.3713, 0.9179, -1.8778], [-0.0984, -1.3068, -3.2812], [1.4883, -2.0989, -3.1166], [-2.9043, 4.0996, 1.5588], [2.0114, 1.8370, 1.0356], [-3.1981, 1.5839, 1.4816], [-2.6018, 2.0121, -0.9114], [0.6624, -1.8853, -0.6038], [4.4270, -0.6453, -1.5727], [-1.8492, 2.4505, -1.5734], [-1.6892, -2.5096, 3.9119], [1.3510, -1.5975, 3.3614], [-2.6827, 0.9421, -1.1374], [-1.5075, -2.9137, 4.8989], [2.5681, -2.0877, 1.6671], [1.9072, -3.7510, -0.6368], [-4.4540, -1.4205, 1.1840], [3.5970, 0.1918, -0.6408]], "forces_ev_per_a": [[0.0638, -0.0838, -0.0251], [0.5327, 0.1197, 0.2834], [-0.3586, -0.1011, -0.0406], [-0.0519, 0.0175, 0.0731], [-0.0399, 0.2976, -0.3002], [-0.0036, 0.0845, 0.0624], [0.6238, -0.9710, 2.1213], [0.5548, 0.5790, -0.6456], [1.0989, 0.5830, -0.8067], [0.4185, -0.2609, 0.1503], [0.1488, -0.0597, 0.0303], [-0.0456, -0.2589, -0.0250], [-0.0935, 0.1960, 0.1754], [0.1977, -0.2198, -0.0379], [-0.0168, -0.0933, 0.0524], [0.0067, 0.0166, -0.0797], [0.0080, 0.1339, 0.0094], [-0.0361, 0.1788, -0.1351], [0.4015, -0.2778, 0.5853], [0.1203, 0.1610, -0.2915], [-0.0953, -0.1403, -0.1435], [0.2106, -0.2042, 0.0341], [-0.2264, 0.0909, 0.0946], [0.2791, 0.1238, 0.1179], [-0.1490, -0.1298, 0.1195], [0.0403, 0.3215, 0.1560], [-2.0459, -1.4403, 0.2878], [-0.1952, -0.3122, 0.0359], [1.7801, 0.6707, -0.1218], [-0.2059, 0.5640, -1.4041], [0.2224, 0.1461, -0.0712], [-0.8674, -0.1602, 1.2467], [-0.3708, 0.0343, 0.0240], [-0.0178, 0.3709, -0.1352], [-2.3176, 1.1794, -0.5684], [-0.1288, -0.0806, 0.0949], [0.3810, -0.5939, 2.2022], [0.0873, 0.1178, -0.0917], [0.5757, 1.7779, 1.2606], [0.0713, 0.0999, -0.2381], [0.0781, 0.0852, 0.0784], [-3.0649, -1.0658, -0.4560], [0.1760, 0.0801, 0.2433], [0.0453, -0.0787, 0.0578], [-0.4970, 0.0327, -0.5348], [-0.7156, 0.6157, 0.0423], [-1.1431, -2.0466, -1.2378], [0.0106, 0.0282, -0.0801], [0.1368, 0.2094, -0.1146], [0.5581, 0.6265, 0.1478], [0.0455, -0.1272, 0.1593], [-0.0530, 0.5791, -1.4539], [0.1959, -0.1383, 0.0587], [-0.2181, 0.0284, -0.0259], [0.1730, -0.1369, -0.1797], [1.0778, 0.7396, -0.8132], [-0.2016, -0.2131, 0.2594], [-0.1083, 0.1551, -0.2467], [1.9418, -1.3776, 0.3025], [0.0909, -0.0031, -0.1157], [-0.1692, -0.1603, 0.0400], [1.2071, 1.0526, -0.4992], [0.0205, 0.3343, 0.1605], [0.0856, 0.2179, 0.0766], [-0.1051, -0.0339, 0.0069], [0.2466, 0.0067, -0.1644], [-0.0791, -0.7006, -0.5898], [0.2310, -0.0071, -0.2399], [-0.5229, -1.1795, 1.0619]], "lowdin_charge": [0.09, -0.09, -0.04, 0.07, 0.06, 0.09, -0.43, -0.08, -0.23, -0.55, 0.08, 0.12, 0.13, 0.06, 0.07, 0.07, 0.08, 0.07, -0.06, -0.06, 0.10, 0.07, 0.12, 0.08, 0.04, 0.04, -0.41, -0.04, 0.08, -0.12, 0.13, -0.28, -0.05, 0.07, -0.32, 0.09, -0.23, -0.05, 0.09, 0.07, 0.07, 0.49, -0.55, 0.09, -0.12, 0.02, -0.32, 0.07, 0.12, -0.06, 0.13, 0.16, 0.03, 0.08, 0.13, -0.24, -0.02, -0.07, 0.09, -0.05, 0.04, -0.12, 0.05, 0.06, 0.07, 0.12, 0.03, 0.07, -0.27]}